{"formula": "C27H21F3NPV", "method": "wB97M-V/def2-TZVPD", "spin_multiplicity": 4, "gap_ha": [0.2763, 0.2949], "total_energy_ev": -72956.755, "e_above_lowest_kcal_mol": 5.7, "species": ["V", "N", "C", "C", "C", "C", "C", "C", "P", "C", "C", "C", "C", "C", "C", "C", "C", "C", "C", "C", "C", "H", "H", "H", "H", "H", "H", "H", "H", "H", "H", "H", "H", "H", "H", "H", "H", "C", "C", "C", "C", "C", "C", "C", "C", "H", "H", "H", "H", "H", "F", "C", "F", "F"], "coordinates": [[1.011, -2.210, -0.525], [3.433, -1.749, -0.238], [3.887, -0.399, -0.251], [5.175, -0.086, -0.680], [5.575, 1.235, -0.754], [4.703, 2.270, -0.417], [3.418, 1.953, -0.022], [2.997, 0.626, 0.074], [1.285, 0.103, 0.244], [0.509, 0.791, 1.720], [-0.828, 0.469, 1.962], [-1.459, 0.948, 3.098], [-0.760, 1.734, 4.008], [0.573, 2.037, 3.780], [1.208, 1.568, 2.637], [0.494, 0.896, -1.204], [-0.567, 1.790, -1.118], [-1.181, 2.256, -2.272], [-0.744, 1.828, -3.519], [0.320, 0.942, -3.612], [0.937, 0.481, -2.458], [3.167, -2.059, 0.693], [4.128, -2.410, -0.562], [5.864, -0.879, -0.943], [6.579, 1.467, -1.084], [5.016, 3.301, -0.490], [2.707, 2.745, 0.185], [-1.369, -0.171, 1.276], [-2.496, 0.695, 3.277], [-1.254, 2.101, 4.898], [1.124, 2.637, 4.492], [2.252, 1.808, 2.471], [-0.929, 2.115, -0.151], [-2.007, 2.951, -2.193], [-1.233, 2.188, -4.414], [0.671, 0.606, -4.579], [1.791, -0.188, -2.552], [-1.044, -2.114, -0.583], [-2.250, -1.937, -0.559], [-3.660, -1.641, -0.479], [-4.275, -0.860, -1.460], [-5.624, -0.555, -1.370], [-6.378, -1.023, -0.301], [-5.774, -1.801, 0.678], [-4.424, -2.109, 0.591], [-3.678, -0.499, -2.287], [-6.092, 0.050, -2.137], [-7.431, -0.785, -0.230], [-6.356, -2.171, 1.512], [-3.948, -2.719, 1.348], [2.655, -4.358, 0.275], [1.532, -3.725, 0.908], [0.702, -4.760, 1.169], [2.049, -3.383, 2.146]], "forces_ev_per_a": [[0.3, -0.1, 0.1], [-0.2, -0.3, 0.0], [0.1, 0.0, -0.2], [-0.1, 0.0, 0.1], [0.0, 0.2, 0.0], [0.1, -0.3, 0.0], [-0.1, 0.1, 0.1], [0.2, 0.1, -0.1], [-0.8, 0.0, -0.1], [0.1, 0.1, 0.0], [0.0, 0.0, 0.0], [0.1, 0.0, 0.0], [0.0, 0.0, 0.0], [0.0, 0.0, 0.0], [0.0, 0.1, 0.1], [0.0, 0.2, 0.2], [-0.1, 0.0, 0.0], [0.1, -0.1, 0.0], [-0.1, 0.1, 0.0], [0.1, 0.0, 0.1], [0.0, 0.0, -0.2], [0.2, 0.1, 0.2], [0.0, 0.1, -0.1], [0.0, 0.0, 0.0], [0.0, 0.0, 0.0], [0.0, 0.0, 0.0], [0.0, 0.0, 0.0], [0.0, 0.0, -0.1], [0.0, 0.0, 0.0], [0.0, 0.0, 0.0], [0.0, 0.0, 0.0], [0.0, 0.0, 0.0], [0.0, 0.0, 0.0], [0.0, 0.0, 0.0], [0.0, 0.0, 0.0], [0.0, 0.0, 0.0], [0.0, 0.0, 0.1], [-0.1, -0.1, -0.1], [-0.3, 0.2, 0.0], [0.4, -0.1, -0.1], [-0.1, 0.0, 0.0], [0.0, 0.0, 0.0], [0.0, 0.0, 0.0], [0.0, 0.0, 0.0], [-0.1, 0.0, 0.1], [0.0, 0.0, 0.0], [0.0, 0.0, 0.0], [0.0, 0.0, 0.0], [0.0, 0.0, 0.0], [0.0, 0.0, 0.0], [-0.2, 0.0, 0.2], [0.3, -0.4, 0.1], [0.0, 0.1, -0.1], [0.0, 0.1, -0.2]]}